Entry from OMol25: a structure of composition C26H46O2P2Y at a distorted geometry (ωB97M-V with the def2-TZVPD basis set).

Summary:
Kohn-Sham gap (spin up / spin down) in eV: 5.31 / 4.97
Total charge: +1
Relative energy (zero: lowest compared OMol25 entry of this formula, charge and spin) in kcal per mole: 74.9

```
77
Properties=species:S:1:pos:R:3:forces:R:3
Y -0.12836 -0.02855 -0.53076 0.4266 2.5634 2.9074
C -0.75614 -2.42925 2.73024 1.8935 -1.0495 -1.9681
C 0.57755 -2.50933 2.25316 -2.0978 0.0062 -0.2894
C 0.51535 -0.99159 3.97097 -1.5810 -0.4112 0.0702
C -0.79177 -1.49472 3.78812 1.9654 1.7119 1.5574
C 1.35453 -1.59226 3.00390 -0.3093 0.3470 0.8242
C -1.89609 -3.24868 2.27707 -0.4746 -0.2658 -0.0227
H -1.72137 -3.64591 1.27068 -0.1521 0.0176 0.1398
H -2.82975 -2.66302 2.29221 0.2414 -0.2583 -0.0989
H -2.04459 -4.11591 2.94438 -0.0343 0.2248 -0.1935
C -1.94954 -1.16315 4.64437 -0.3803 0.0193 0.1800
H -2.80976 -1.79010 4.36850 0.0996 0.3555 0.2237
H -2.21867 -0.09269 4.55650 0.0587 -0.4602 0.0210
H -1.70309 -1.36288 5.70380 -0.1530 0.1330 -0.3556
C 0.92289 -0.09539 5.07928 0.0917 0.4062 0.3391
H 0.62071 -0.53614 6.04918 0.2040 0.2730 -0.3240
H 0.44166 0.89916 5.00119 0.3127 -0.4580 0.0887
H 2.01784 0.02281 5.08196 -0.3834 0.1333 0.1599
C 2.80229 -1.35657 2.87792 0.7180 0.1708 -0.1351
H 3.37467 -1.93346 3.63014 -0.2282 0.1961 -0.2473
H 3.04999 -0.28739 3.02857 -0.1072 -0.5187 -0.0968
H 3.15982 -1.67340 1.88741 0.0530 0.1578 0.2816
C 1.10719 -3.48758 1.27936 0.2508 -0.3594 -0.3110
H 1.45823 -4.40408 1.77901 -0.0050 0.1409 -0.2081
H 1.97033 -3.06308 0.73905 -0.2861 -0.2974 -0.0705
H 0.32160 -3.79398 0.57421 0.3393 -0.0463 -0.0236
C -1.89481 1.03954 -3.75142 -0.5679 1.6653 -1.3724
C -2.12360 -0.38001 -3.68079 -0.8623 -1.8872 -2.2040
C -1.16918 -1.35368 -4.41269 -0.5984 0.5101 -0.2908
C 0.35716 -1.09133 -4.49022 -0.9504 -0.7108 -0.4311
C 1.02567 -0.43481 -3.34091 0.6950 1.5618 -0.1012
C 1.22408 0.91219 -3.34015 0.4442 -1.2063 -0.4855
C 0.53593 1.90848 -4.25006 0.0671 -0.2436 0.0397
C -0.92436 1.63587 -4.69555 0.0022 0.7853 -0.4423
H -1.61398 -1.22961 -5.39837 0.5403 -0.7078 -0.4708
H 0.54710 -0.50966 -5.39768 0.1385 -0.1228 0.2240
H -1.33501 -2.37741 -4.06813 -0.3340 0.2552 -0.2348
H -0.95749 1.04736 -5.62915 0.1954 0.2130 0.2445
H -2.75951 1.66880 -3.51880 0.3275 -0.1671 0.1620
H -3.15409 -0.62900 -4.04446 0.6197 0.0687 -0.1541
H -1.33644 2.62837 -4.93344 0.2551 -0.2767 -0.2162
H 0.57902 2.88610 -3.77090 -0.0597 -0.0662 0.2006
H 2.03621 1.31267 -2.73286 -0.6090 0.0936 0.1030
H 1.10559 2.04616 -5.16611 0.3585 -0.1596 -0.1428
H 0.82999 -2.07555 -4.64079 -0.1046 0.3516 -0.0756
H 1.57595 -1.08441 -2.65359 0.1753 0.1995 -0.1470
P -2.28941 -0.41030 -1.97985 2.4622 -0.6487 2.8997
P 2.02193 1.50847 0.39751 -2.2193 -0.9444 0.0069
C -0.63814 1.93139 -1.33172 0.9545 -0.2478 -0.7968
C 0.61843 2.53434 -0.75187 1.2063 1.0582 0.0745
H -1.54695 2.52118 -1.43411 0.3200 0.1701 0.3493
H -0.45457 1.37841 -2.30557 -0.2512 1.3599 1.0828
H 1.31738 3.03048 -1.48759 -0.6396 -0.2697 0.5813
H 0.30319 3.24366 0.04921 0.4778 -0.4927 -0.5437
C 2.92470 2.88961 1.09559 0.4806 0.9964 0.1176
H 3.79765 2.55391 1.67509 -0.2568 -0.1299 -0.2670
H 2.29046 3.46773 1.78229 0.0170 -0.3272 -0.3377
H 3.28412 3.56840 0.30377 -0.0872 -0.1954 0.2136
C 3.21631 0.72792 -0.75314 0.7160 0.4021 -0.5869
H 3.76662 1.46437 -1.35356 0.0498 -0.1804 -0.0718
H 2.76378 0.01209 -1.45456 0.0275 0.1421 0.3220
H 3.94730 0.14353 -0.18286 -0.1212 0.2187 0.0979
C -3.95572 0.10113 -1.55767 -1.2277 -0.4887 0.7529
H -4.42950 -0.70761 -0.99220 -0.2912 0.1803 0.0113
H -4.65383 0.44342 -2.35958 0.8497 -0.5755 0.2613
H -3.78028 0.92697 -0.85443 -0.1831 -0.2037 -0.1746
C -1.12274 -2.06045 -1.55646 -1.6594 -1.8125 0.3898
H -0.57717 -2.12666 -0.57118 -0.7383 -0.2164 -0.4684
H -0.39899 -2.44042 -2.30798 -0.6995 0.5517 0.2673
H -1.88677 -2.82798 -1.42073 0.2388 -0.3765 -0.0557
C 0.00250 3.33105 3.95781 -1.4440 -1.2345 -1.9973
O -0.87144 2.26284 3.19456 -0.6800 0.7029 2.8256
C -0.49913 1.84064 2.01942 3.4477 1.4357 -1.8228
O -1.08011 0.88474 1.41694 -0.6973 -0.7648 0.4751
H -0.36206 4.33119 3.71800 -0.1161 -0.2793 -0.2783
H 1.03915 3.22486 3.66768 0.0463 -0.2483 -0.1310
H -0.14049 3.16811 5.01286 -0.1768 -0.4698 0.1492
```
Forces are in eV/Å.

***

Entry from OMol25: a structure of composition C26H46OP2Pd at a distorted geometry (ωB97M-V with the def2-TZVPD basis set).

Summary:
Kohn-Sham gap (spin up / spin down) in eV: 6.97 / 5.08
Multiplicity: 5
<S²>: 6.038
Total charge: +2

```
76
Properties=species:S:1:pos:R:3:forces:R:3
Pd 0.22073 -0.29825 -0.12812 -0.9449 0.2799 1.2900
C 0.05352 1.00511 2.84153 0.0695 -0.0545 -0.2236
C 0.22830 2.24306 2.16390 0.1782 0.4066 0.3438
C -1.92668 2.16223 2.96446 0.0308 -0.2600 -0.0635
C -1.28276 0.92957 3.28490 -0.5788 0.4313 0.8112
C -1.00293 2.96139 2.24894 0.1389 0.0532 0.3590
C 1.08831 0.07513 3.32213 0.0874 0.2423 -0.1194
H 2.00439 0.16237 2.75964 0.2053 -0.0748 0.2096
H 0.73526 -0.95283 3.32605 0.0484 -0.0907 0.0699
H 1.32746 0.38557 4.33296 0.0583 -0.1618 0.5161
C -1.81095 -0.07686 4.23800 -0.2051 -0.3332 0.1883
H -1.45889 -1.10885 4.05267 -0.0635 0.5385 0.0131
H -2.91335 -0.09162 4.26284 0.5311 0.0443 0.0760
H -1.45334 0.21965 5.24521 -0.1951 -0.2278 -0.2877
C -3.28054 2.58234 3.38631 -0.1946 -0.1913 -0.0389
H -3.21041 3.35281 4.16881 -0.0705 -0.1095 -0.1785
H -3.84159 1.73280 3.79078 0.0263 0.3169 -0.0774
H -3.83842 3.01065 2.54138 0.0834 -0.0074 0.2509
C -1.21960 4.38098 1.89792 0.0862 0.2282 -0.4913
H -1.21957 5.02390 2.80001 -0.0182 -0.3118 -0.3126
H -2.19962 4.50158 1.41114 0.2543 0.1135 0.1542
H -0.43210 4.74589 1.22033 -0.3496 -0.0330 0.2634
C 1.52630 2.86411 1.81152 0.4198 -0.0777 -0.2207
H 1.78243 3.62858 2.56304 -0.1214 -0.1062 -0.1668
H 1.51580 3.36995 0.83591 -0.0713 -0.1251 0.2224
H 2.34446 2.13535 1.81824 -0.1873 0.1687 -0.0738
C 1.59050 -3.02766 -2.22616 0.6459 -1.3119 -1.2229
C 2.74525 -2.58844 -1.38881 1.1164 -0.5747 -0.0291
C 3.80721 -1.70314 -1.98675 0.5088 -0.3452 0.0375
C 3.49076 -0.46854 -2.84659 -0.1297 -0.0116 -0.2337
C 2.13207 0.17566 -2.65516 0.6993 0.0662 -0.6539
C 1.05996 -0.27528 -3.31067 0.3986 1.2106 -1.3584
C 1.09942 -1.39213 -4.31746 -0.1889 -0.1104 0.1011
C 1.62254 -2.72781 -3.73918 -0.6103 -0.5198 -0.2884
H 4.28474 -2.43294 -2.64901 0.7100 0.3208 0.1781
H 3.59501 -0.78030 -3.89910 -0.1358 0.3405 0.2841
H 4.50407 -1.39625 -1.19296 -0.1190 -0.4241 -0.2571
H 2.66230 -2.87205 -4.08152 -0.4423 -0.0936 0.2628
H 1.20825 -4.05903 -2.08816 0.3719 0.5440 0.2423
H 3.23180 -3.35093 -0.75933 -0.2362 0.2157 -0.2847
H 1.00496 -3.50676 -4.21695 0.5019 0.0988 0.1390
H 0.07882 -1.49554 -4.74168 0.5765 -0.1617 0.2582
H 0.17406 0.34996 -3.43383 0.1775 -0.2945 0.5471
H 1.74330 -1.15650 -5.18517 -0.2428 0.2103 0.4072
H 4.28609 0.27320 -2.66759 -0.3707 -0.2291 -0.0965
H 2.17855 1.13000 -2.11516 -0.5090 -0.3920 -0.1121
P 1.17296 -2.11816 -0.67595 0.3617 -0.3834 0.5530
P -1.65676 0.70789 -1.10450 0.8956 0.3433 1.0027
C -0.83949 -1.98225 -1.80576 -0.4232 -0.0270 -0.7205
C -1.89159 -0.90865 -1.92784 -0.9270 0.9311 -0.8433
H -1.27159 -2.90987 -1.39419 0.5898 0.3153 -0.2341
H -0.36544 -2.06099 -2.79325 -0.3907 -0.4682 0.9588
H -1.98312 -0.59486 -2.96780 -0.3479 -0.5539 -0.4445
H -2.86846 -1.29574 -1.59789 0.1951 0.2867 -0.1398
C -3.31118 1.40665 -0.98984 -0.6005 0.4906 -0.3017
H -3.40508 2.01332 -0.06791 -0.1500 -0.2845 -0.5852
H -4.06165 0.59629 -1.01257 0.2659 0.6013 0.1038
H -3.45881 2.05204 -1.87915 -0.1185 -0.2447 0.5041
C -0.71427 2.00432 -1.96099 -0.1359 0.1313 -0.8935
H -1.19035 2.18885 -2.93563 0.3715 0.4401 0.1023
H 0.34422 1.72413 -2.09469 -0.7410 0.2746 0.1103
H -0.73684 2.90997 -1.32392 -0.2386 -0.4257 -0.3358
C 1.04475 -3.35555 0.63250 -0.6654 -0.4445 -0.1350
H 1.46873 -2.99595 1.57984 0.0696 -0.0122 -0.4181
H 1.54063 -4.27069 0.29867 -0.0465 0.0940 0.1943
H -0.01882 -3.53455 0.80304 0.3893 -0.2473 0.0417
C 2.28963 -0.56849 0.36093 -0.1371 0.1920 -0.1004
H 1.85287 0.02726 1.12790 -0.1385 0.9653 0.4830
H 2.76604 0.05093 -0.38014 0.5900 -0.2027 0.1536
H 2.89716 -1.27652 0.91104 0.1488 -0.2745 -0.4358
C -2.87506 -0.53435 1.30795 -1.1845 0.3003 0.5895
C -1.68406 -1.29710 0.93155 1.1370 -2.5695 0.8955
O -1.63314 -2.49747 1.11400 -0.4951 1.8015 -0.2704
H -2.72037 0.52992 1.42409 0.0405 -0.0403 -0.2152
H -3.30458 -0.94162 2.21755 -0.0377 -0.1869 0.1413
H -3.62224 -0.70890 0.54375 -0.2161 0.0010 -0.1947
```
Forces are in eV/Å.

***

Entry from OMol25: a structure of composition C26H47AsCl2MnO6Si5 (ωB97M-V with the def2-TZVPD basis set).

Summary:
Kohn-Sham gap (spin up / spin down) in eV: 7.62 / 8.60
Multiplicity: 4
<S²>: 4.021
Relative energy (zero: lowest compared OMol25 entry of this formula, charge and spin) in kcal per mole: 10.0

```
88
Properties=species:S:1:pos:R:3:forces:R:3
Mn 0.28433 -0.01967 0.16489 0.4730 0.7029 0.2485
C 2.95532 -0.82993 -2.13554 -0.1185 0.1029 -0.0882
Si 1.74964 0.58211 -1.87307 0.0291 -0.1385 0.0223
C 0.61490 0.76810 -3.36075 0.1254 0.1169 0.0598
C 2.69050 2.19154 -1.65971 -0.0961 -0.1538 0.0553
C 3.50879 2.74542 -2.64642 0.0174 -0.1298 -0.0885
C 4.20250 3.91663 -2.40900 0.0591 0.1282 0.0458
C 4.08614 4.55793 -1.17873 0.0206 -0.0107 -0.0695
C 3.26739 4.02494 -0.19967 0.0113 -0.0207 0.0129
C 2.56484 2.83912 -0.43382 -0.1003 0.0474 0.2013
Si 1.33355 2.14689 0.79910 -0.0269 0.0088 0.1001
C 2.18369 1.94296 2.47418 -0.1155 0.2323 -0.2143
C -0.05238 3.42879 0.86011 0.1608 -0.0041 0.0167
H 3.68705 -0.47701 -2.86945 0.0097 0.0029 -0.0315
H 2.47549 -1.72121 -2.53534 -0.0721 -0.0064 0.0071
H 3.49441 -1.07635 -1.22559 -0.0026 0.0286 0.0155
H 1.24970 1.13857 -4.17331 -0.0135 -0.0059 -0.0217
H -0.16985 1.50672 -3.19807 0.0034 0.0056 0.0332
H 0.15792 -0.16397 -3.68529 0.0156 -0.0415 0.0590
H 3.61698 2.25731 -3.60946 -0.0083 -0.0205 -0.0043
H 4.83844 4.33649 -3.17830 -0.0011 -0.0037 -0.0006
H 4.63174 5.47395 -0.99106 0.0067 0.0053 -0.0072
H 3.18026 4.54207 0.74976 -0.0233 -0.0115 0.0369
H 2.40814 2.94572 2.85308 -0.0140 0.0002 0.0292
H 3.13088 1.42394 2.34873 0.0232 -0.0036 -0.0506
H 1.59022 1.42195 3.22228 -0.0832 -0.0608 -0.0159
H 0.39105 4.35377 1.24523 -0.0097 0.0290 -0.0158
H -0.89716 3.17442 1.49404 0.0608 -0.0734 0.0320
H -0.41756 3.64188 -0.14604 -0.0156 -0.0363 -0.0450
O -2.34402 -1.99909 -1.86597 -0.3114 -0.1512 -0.1510
Cl -1.25795 -1.47925 -1.15270 0.1121 0.6688 0.5156
O 0.02725 -1.82892 -1.67248 0.1397 -0.4609 -0.5540
O -1.25166 -1.81093 0.26286 -0.2918 -0.2906 -0.1299
O -1.29021 0.03258 -1.14463 -0.0902 -0.2975 -0.1076
Cl 4.01451 -4.29710 6.37380 -0.0007 0.0070 -0.0014
C 3.63025 -3.33712 4.97695 0.0180 -0.0536 0.0721
C 2.30221 -3.11213 4.65722 -0.0028 -0.0007 -0.0059
C 2.00265 -2.34784 3.54199 -0.0526 0.0071 0.0310
C 3.01753 -1.81696 2.75928 0.1251 0.0797 -0.1007
C 4.34699 -2.05360 3.09875 -0.0447 -0.0004 -0.0150
C 4.66123 -2.81598 4.21065 -0.0408 0.0304 -0.0447
C 2.72281 -0.96424 1.55970 0.1651 0.0309 -0.0317
O 3.60860 -0.46015 0.89917 -0.0284 0.0099 0.0855
O 1.44328 -0.80194 1.32662 -0.0473 -0.2181 0.2130
H 1.51784 -3.53033 5.27231 0.0002 -0.0090 0.0117
H 0.97419 -2.15725 3.27655 -0.0626 0.0064 -0.0233
H 5.12624 -1.63080 2.47986 0.0018 0.0117 -0.0123
H 5.68837 -3.00689 4.48660 0.0094 -0.0042 -0.0012
C -3.12402 1.95739 5.52681 0.1375 0.0047 0.0088
Si -1.54410 1.57165 4.56237 -0.0570 0.0721 -0.0697
C -0.58107 3.18449 4.44130 -0.0938 -0.0992 0.1773
C -0.50753 0.30042 5.48065 -0.0392 0.1127 -0.0106
As -1.94748 0.69923 2.39729 0.0023 -0.1121 0.0180
Si -3.10041 -1.30121 2.98319 0.0573 0.0280 -0.1332
C -4.25300 -1.80432 1.58417 -0.0363 -0.0043 0.1562
C -1.84886 -2.67218 3.27183 -0.2128 -0.0361 0.0524
C -4.09239 -1.16270 4.57977 0.0287 -0.0469 -0.0611
Si -3.77981 2.03899 1.67434 0.0537 -0.0459 0.0292
C -5.45019 1.54829 2.40703 0.0280 0.1034 -0.0696
C -3.53498 3.84915 2.13697 -0.1042 -0.0830 -0.0648
C -3.85026 1.88889 -0.19434 -0.0999 0.0612 0.1449
H -2.94333 2.84275 6.14137 -0.0041 0.0054 0.0422
H -3.40824 1.14239 6.19244 0.0207 -0.0188 -0.0131
H -3.98155 2.17375 4.88983 0.0407 0.0034 -0.0585
H -0.32671 3.47075 5.46704 0.0206 0.0510 -0.0084
H -1.16887 3.99559 4.01289 -0.0672 -0.0043 -0.0305
H 0.34497 3.10960 3.88037 0.0349 -0.0611 -0.0461
H -0.16052 0.71163 6.43173 -0.0027 0.0168 0.0184
H 0.37110 0.00666 4.90549 0.0647 0.0125 -0.0608
H -1.07169 -0.60598 5.70006 -0.0700 -0.0290 -0.0045
H -3.70338 -2.16017 0.71749 0.0955 -0.0184 -0.0494
H -4.92720 -1.01430 1.25381 0.0296 0.0155 0.0240
H -4.87228 -2.63067 1.94696 -0.0114 -0.0049 -0.0220
H -1.11319 -2.78847 2.48007 -0.0181 0.0807 -0.0843
H -2.41077 -3.60968 3.34054 0.0452 -0.0245 0.0241
H -1.32994 -2.53747 4.22074 0.0594 0.0396 0.0637
H -4.77546 -0.31563 4.63798 0.0379 -0.0018 -0.0858
H -3.43031 -1.12072 5.44572 0.0257 0.0208 0.0131
H -4.68499 -2.07696 4.67502 -0.0233 -0.0252 0.0090
H -5.65386 2.11060 3.32006 0.0257 -0.0083 0.0268
H -5.59162 0.49259 2.62439 0.0646 -0.0087 -0.0217
H -6.21384 1.83444 1.67762 -0.0336 0.0181 0.0128
H -3.25872 3.99353 3.18092 -0.0075 -0.0520 0.0472
H -4.49753 4.34776 1.98980 -0.0006 0.0369 -0.0317
H -2.80031 4.35778 1.51436 0.0430 -0.0196 -0.0211
H -4.09989 0.87922 -0.52244 0.0025 -0.0453 0.0277
H -2.90313 2.15816 -0.66028 0.0572 0.0221 0.0186
H -4.62168 2.56813 -0.56839 -0.0077 -0.0106 -0.0403
```
Forces are in eV/Å.